# 1
{"formula": "C7H16N4RuS", "method": "ωB97M-V with the def2-TZVPD basis set", "total_charge": 4, "s_squared": 6.05, "total_energy_ev": -26845.2003, "e_homo_ev": [-24.88, -26.42], "orbital_gap_ev": [7.025, 7.828], "max_force_ev_per_a": 0.79, "multiplicity": 5, "symbols": ["Ru", "S", "N", "N", "N", "N", "C", "C", "C", "C", "C", "C", "C", "H", "H", "H", "H", "H", "H", "H", "H", "H", "H", "H", "H", "H", "H", "H", "H"], "coordinates": [[0.34148, 0.57531, -0.29836], [-2.14179, 4.19419, 1.83656], [-0.74007, -1.14809, -0.08350], [1.68737, -0.34494, 1.24101], [0.93573, -0.38453, -2.04700], [-0.74220, 2.32497, 0.65531], [-0.80317, -1.91054, -1.40641], [0.55236, -1.85309, -2.05675], [-1.29853, 4.59925, 0.46125], [-1.56382, 2.56908, 1.70516], [1.32743, -1.80594, 1.25573], [-0.18039, -1.92684, 1.11961], [-0.58249, 3.45032, -0.06268], [2.69754, -0.20227, 1.13424], [-0.68612, -1.53614, 2.00522], [0.04323, 3.51243, -0.95032], [1.64721, -2.25253, 2.20094], [0.53689, -2.21865, -3.08639], [0.43023, 0.06222, -2.82620], [-1.84420, 1.81812, 2.43755], [-0.49372, -2.96657, 0.99605], [-1.56245, -1.41343, -2.01574], [-1.15119, -2.92755, -1.20985], [1.88335, -2.30542, 0.46576], [1.32137, -2.40768, -1.52487], [1.46578, 0.06181, 2.15559], [-1.70801, -0.91021, 0.15837], [-1.29887, 5.59754, 0.02398], [1.92704, -0.25081, -2.28426]]}

=====

# 2
{"formula": "C27H40ClGeN6O6RhS", "method": "ωB97M-V with the def2-TZVPD basis set", "total_charge": 2, "total_energy_ev": -132739.8471, "e_homo_ev": -14.18, "orbital_gap_ev": 6.558, "max_force_ev_per_a": 0.60, "symbols": ["Rh", "Ge", "Cl", "S", "O", "O", "O", "O", "O", "O", "N", "N", "N", "N", "N", "N", "C", "C", "C", "C", "C", "C", "C", "C", "C", "C", "C", "C", "C", "C", "C", "C", "C", "C", "C", "C", "C", "C", "C", "C", "C", "C", "C", "H", "H", "H", "H", "H", "H", "H", "H", "H", "H", "H", "H", "H", "H", "H", "H", "H", "H", "H", "H", "H", "H", "H", "H", "H", "H", "H", "H", "H", "H", "H", "H", "H", "H", "H", "H", "H", "H", "H", "H"], "coordinates": [[-1.02587, 0.57320, -0.54526], [0.19455, 1.26268, 1.37023], [2.66079, -1.38231, -4.67105], [-2.11356, 0.19681, -2.71001], [1.71965, 0.93323, -6.11439], [-0.67837, 2.46154, -1.26410], [1.38810, 2.90998, -5.17266], [-0.92666, -2.22327, 0.16804], [0.47193, 3.61459, -2.78702], [-3.14265, 2.39203, 0.23111], [1.70990, -0.66995, -2.22481], [1.00183, 0.35989, -1.64040], [-3.69426, -1.40209, -4.02795], [-2.68652, 1.11374, 0.31265], [-1.60980, -1.12391, 0.30400], [-2.66786, -2.41323, -2.24387], [1.49182, 0.92663, -3.78605], [-2.87711, -1.33535, -2.98393], [0.18767, 2.58823, -2.20709], [1.24096, 0.26402, 4.01707], [3.69649, 3.74336, 1.59820], [-4.36021, -2.62658, -4.48096], [2.24763, -1.66592, -1.41885], [1.96185, -0.33928, -3.55359], [-2.74815, -1.09295, 0.93407], [-4.69235, 0.50139, 1.58019], [-3.30507, -3.70444, -2.52027], [3.70582, -3.51015, -0.95839], [1.22084, 1.58652, 4.77565], [2.37888, -2.73234, 0.83244], [1.34274, 2.81927, 1.34167], [0.13591, 0.14572, 2.96469], [-3.36247, -2.28519, 1.58067], [3.28610, -3.62887, 0.37932], [-3.38195, 0.22784, 0.93305], [2.38768, 1.71410, 5.74506], [-3.56564, -3.83071, -4.01054], [2.82706, 2.48392, 1.56793], [1.53528, 1.60430, -5.13954], [1.78373, -1.72539, -0.03570], [3.21164, -2.56344, -1.84541], [0.90790, 1.30514, -2.55909], [3.40118, 4.64500, 2.79028], [3.61663, -2.53427, -2.83856], [4.74254, 3.43200, 1.62552], [4.47439, -4.18175, -1.32307], [-4.60793, 0.37099, 2.66104], [-4.42338, -2.59203, -5.56650], [2.22368, 0.11707, 3.55755], [-3.45866, -2.13594, 2.65799], [1.17374, 3.30281, -4.29347], [-5.03389, 1.50935, 1.36923], [-3.83682, -0.54617, -4.54108], [1.87693, -0.73882, 0.43752], [0.27401, 1.66932, 5.31722], [-2.61715, -3.88372, -4.54813], [1.19151, 3.33657, 0.39344], [0.63699, -1.89966, 0.00007], [0.96864, 3.48017, 2.13076], [3.34302, 1.69508, 5.21571], [0.00051, -0.87916, 2.60191], [1.24214, 2.42351, 4.06992], [-5.43521, -0.21356, 1.22543], [-4.36419, -2.46670, 1.18820], [3.47558, 4.09120, 3.72948], [2.33582, 2.64600, 6.30582], [-2.02653, -2.35130, -1.46059], [3.70733, -4.39133, 1.01810], [-4.12012, -4.74375, -4.21867], [3.17977, 1.82207, 0.76892], [-0.83873, 0.40787, 3.40781], [-4.23785, -3.78352, -1.95659], [2.39067, 0.89356, 6.46382], [-2.74571, -3.16070, 1.40166], [2.95542, 1.94467, 2.51101], [-2.55592, 2.82883, -0.41645], [3.56235, 4.29593, 0.66435], [1.12159, -0.55447, 4.73205], [-5.37733, -2.65280, -4.08445], [-2.63398, -4.48456, -2.16625], [2.40673, 5.09120, 2.73585], [2.04031, -2.74870, 1.86137], [4.11366, 5.46697, 2.83669]]}

=====

# 3
{"formula": "C28H34BrFN3O7PS3", "method": "ωB97M-V with the def2-TZVPD basis set", "total_charge": 0, "smiles": "C[C@@H](Br)Cc1cc2c(c([PH2]=S)c1OC#N)C(=O)c1c(F)c(CCN)cc(N)c1C2=O.O=S1(=O)CCCC1.O=S1(=O)CCCC1", "total_energy_ev": -162939.6677, "e_homo_ev": -8.45, "orbital_gap_ev": 7.198, "max_force_ev_per_a": 4.10, "symbols": ["Br", "S", "S", "S", "P", "F", "O", "O", "O", "O", "O", "O", "O", "N", "N", "N", "C", "C", "C", "C", "C", "C", "C", "C", "C", "C", "C", "C", "C", "C", "C", "C", "C", "C", "C", "C", "C", "C", "C", "C", "C", "C", "C", "C", "H", "H", "H", "H", "H", "H", "H", "H", "H", "H", "H", "H", "H", "H", "H", "H", "H", "H", "H", "H", "H", "H", "H", "H", "H", "H", "H", "H", "H", "H", "H", "H", "H", "H"], "coordinates": [[2.65525, 0.69990, 4.37973], [2.00535, -5.11020, -0.56983], [4.82047, 0.54814, -1.64028], [-2.92967, -2.38838, 0.97378], [-2.38137, -1.27715, 2.50786], [-5.87584, 1.54642, 0.39368], [-0.74660, 4.88110, 0.72419], [0.85739, -1.45259, 2.23468], [4.04950, 1.77018, -1.69536], [5.57036, 0.16636, -0.46638], [3.41319, -5.07900, -0.89348], [-4.00038, 1.47422, 2.45876], [1.01070, -4.50513, -1.42085], [0.36042, -2.27226, 4.52800], [-8.67946, 1.63329, -1.12095], [-2.40027, 5.77222, -1.57146], [-7.49480, 1.83453, -2.00228], [-3.21086, 1.79022, 1.59663], [-5.07883, 2.54552, -0.12112], [0.71332, -1.77373, 3.55351], [-4.60788, 4.51383, -1.65486], [5.79338, -0.95084, -3.55370], [3.89744, 2.64689, 2.64640], [-3.24814, 4.69810, -1.08323], [2.72688, 0.64534, 1.38088], [4.30225, -1.29558, -3.48978], [-2.78885, 3.76018, -0.02019], [-1.36221, 3.84809, 0.62317], [3.78139, -0.82853, -2.12832], [-1.70568, 1.39844, 1.56619], [5.90861, 0.48496, -3.05413], [-0.77660, 2.46259, 1.08966], [0.65950, 2.17976, 1.06880], [1.18177, 0.85108, 1.47403], [1.22331, -6.86239, 1.27703], [-3.73648, 2.71610, 0.43815], [-1.19925, 0.06319, 1.97149], [0.78113, -5.46417, 1.71860], [1.51353, -6.79890, -0.22570], [0.25117, -0.21257, 1.91806], [-6.93334, 3.32217, -1.88389], [1.77922, -4.49802, 1.09222], [-5.53193, 3.43946, -1.20479], [3.53406, 1.09974, 2.65724], [3.09355, 1.29920, 0.51798], [4.52526, 0.55903, 2.62188], [-8.37513, 1.57010, -0.14363], [2.91706, -0.44651, 1.21052], [1.42098, -3.47091, 1.06321], [-6.71241, 1.04685, -1.84885], [-3.58264, -0.77282, 3.08290], [-6.88459, 3.74178, -2.93491], [-7.66969, 3.95167, -1.31772], [4.70057, 2.83790, 1.87605], [2.13263, -7.14373, 1.81605], [-9.28593, 2.45299, -1.18666], [4.12774, -2.36285, -3.63186], [-4.97980, 5.20110, -2.45726], [1.35094, 2.97322, 0.70282], [2.32002, -7.47365, -0.50958], [5.53207, 1.19124, -3.79596], [-1.64743, 5.35755, -2.13887], [6.91985, 0.75745, -2.75600], [6.35571, -1.62162, -2.89784], [6.19032, -1.05589, -4.56412], [2.96539, 3.25233, 2.45242], [4.35288, 2.96318, 3.63136], [-7.88623, 1.69259, -3.05588], [0.46526, -7.61470, 1.49973], [2.74559, -0.49567, -2.18555], [0.76048, -5.36986, 2.80526], [2.74482, -4.54620, 1.59936], [0.62256, -7.01650, -0.81499], [3.77225, -0.76762, -4.28772], [-0.22534, -5.25878, 1.34198], [-2.93033, 6.33243, -2.25349], [3.87974, -1.60951, -1.37335], [-1.81732, -2.17635, 3.46054]]}

=====

# 4
{"formula": "C6H12ClN", "method": "ωB97M-V with the def2-TZVPD basis set", "total_charge": 0, "s_squared": 2.01, "total_energy_ev": -20422.2941, "e_homo_ev": [-4.66, -9.17], "orbital_gap_ev": [5.673, 5.607], "max_force_ev_per_a": 3.68, "multiplicity": 3, "symbols": ["Cl", "N", "C", "C", "C", "C", "C", "C", "H", "H", "H", "H", "H", "H", "H", "H", "H", "H", "H", "H"], "coordinates": [[-2.49423, -1.39136, 0.25100], [-0.08083, -0.05267, -0.64790], [-2.19001, 1.30373, -0.89842], [2.05750, 0.50617, 0.18721], [1.40246, -1.97672, 0.29464], [-1.73924, 1.39186, 0.50261], [0.93819, -0.52314, 0.43932], [-1.37524, 0.16899, -0.30889], [1.62723, 1.51360, 0.30969], [0.52766, -0.33033, 1.41818], [0.44708, -2.60490, 0.33512], [-3.31150, 1.19189, -1.16509], [-2.55766, 1.14642, 1.14244], [2.52223, 0.37499, -0.79048], [1.88763, -2.18336, -0.65701], [-0.90575, 2.11055, 0.69190], [2.04631, -2.38738, 1.03992], [0.13515, -0.58106, -1.41731], [-1.72736, 1.95362, -1.63502], [2.79038, 0.36910, 0.90809]]}